# 1
The following is a DFT calculation (ωB97M-V/def2-TZVPD) of an isolated molecule of C15H22N4O4S in a non-equilibrium geometry.

The value obtained for the LUMO energy is 0.4 eV. For the frontier orbital gap, the calculation gives 8.3 eV. The calculation puts the HOMO energy at -0.29225 hartree. Its SMILES is COC(=O)CSc1nc2c(c(=O)n(C)c(=O)n2C)n1CCC(C)C.

Each line ends with the Mulliken charge.
Element x y z (Å)
H1 -3.29983 2.36232 1.46792  0.172
C1 -2.25778 -2.46298 0.62529  0.785
H2 -1.04253 1.09484 0.64526  0.185
H3 -0.99709 3.49671 1.39247  0.336
H4 -2.22270 2.90794 -1.41607  1.062
N1 3.66989 0.30919 0.08602  0.127
N2 3.10085 -1.88514 0.20645  0.045
C2 1.59140 -0.18312 -0.89030  -0.237
H5 -4.07533 2.20349 -0.15966  0.501
H6 0.19831 1.80897 -1.51522  0.389
H7 -4.81164 -1.40588 1.90645  0.313
H8 -3.77260 3.52848 0.32455  0.758
C3 4.08117 -0.75306 0.32909  0.685
H9 -2.78729 -3.78111 -0.99708  0.484
H10 -0.99298 0.88607 -2.64224  0.164
H11 2.72138 -3.81162 0.98073  0.291
C4 -3.82848 -1.38296 1.95760  -0.540
C5 -1.18582 3.74872 0.31444  -0.959
H12 -0.10068 3.70578 -0.26503  0.168
N3 0.91566 -2.47602 -1.08890  -0.694
N4 0.26213 -0.18534 -1.16913  0.683
C6 -0.42359 0.86045 -1.49864  -1.482
O1 -3.48500 -2.37890 0.61650  -0.386
C7 1.93265 -1.41911 -0.53818  1.007
S1 -1.65330 -1.74811 -1.96546  -0.257
O2 -1.43597 -2.02921 1.43893  -0.635
C8 -1.38382 1.34775 -0.50096  0.344
O3 5.14192 -1.25537 0.58600  -0.669
H13 3.17968 -3.76098 -0.57789  0.617
H14 -3.45722 -0.39758 1.70017  0.115
H15 4.26163 -3.26993 0.65231  0.436
H16 -1.43813 4.84158 -0.18872  0.332
O4 2.31312 1.95447 -0.61834  -0.339
C9 2.54545 0.92686 -0.42426  0.042
H17 -3.29731 -1.69099 2.76978  0.373
H18 4.84112 1.29768 1.45563  0.500
C10 -0.14000 -1.34990 -1.48707  0.302
H19 5.80148 1.06612 -0.10711  0.268
C11 -2.10544 2.65867 -0.53839  -0.627
H20 -1.11495 -3.78133 -0.67754  0.470
C12 4.63346 1.28736 0.49347  -1.510
H21 -2.28713 0.62946 -0.61430  0.028
C13 3.35922 -3.26683 0.15408  -1.430
H22 4.30643 2.18388 0.26397  0.516
C14 -1.96678 -3.15869 -0.80037  -0.898
C15 -3.29358 2.72736 0.31377  -1.836

# 2
The following is a DFT calculation (ωB97M-V/def2-TZVPD) of a structure of composition C15H22N4O4S2Se2W.

As for the charge: +2. The value obtained for the LUMO energy (spin up / spin down) is -7.3 / -7.2 eV. For the frontier orbital gap (spin up / spin down), the calculation gives 5.8 / 5.9 eV. The calculation puts the HOMO energy (spin up / spin down) at -0.48262 / -0.48259 hartree.

Each line ends with the Mulliken charge.
Element x y z (Å)
H1 0.57233 4.49305 1.15527  0.523
C1 -1.56290 -1.91542 3.79887  0.364
W1 0.62854 0.25489 -0.57912  1.092
C2 2.67024 -0.63508 -1.61363  0.711
H2 -2.25216 -2.82092 -4.63002  0.432
H3 0.61883 0.36599 6.05995  0.450
C3 -1.87359 -3.02460 -3.62994  -0.630
H4 1.77699 3.35080 -1.90843  0.262
C4 -1.35589 2.26670 -2.90810  -1.005
O1 0.27974 0.09342 1.30338  -0.513
C5 -1.43441 -1.91893 -1.30661  0.307
C6 0.19657 3.52372 0.82778  -0.826
H5 4.15645 -1.96005 -1.67365  0.267
H6 -1.91811 3.18421 -3.06250  0.420
H7 -3.21758 -4.52931 -2.85127  0.415
H8 -1.06236 -3.74788 -3.68741  0.332
H9 3.39488 2.89583 -1.34680  0.350
C7 0.11550 -0.17564 4.05966  -0.466
C8 2.46510 3.38324 -1.06935  -0.968
H10 -2.35874 -2.69920 5.61288  0.469
N1 3.87175 -1.02980 -1.96076  -0.027
C9 -0.88978 -1.17453 5.98382  -0.367
H11 -1.87279 1.43435 -3.37476  0.317
H12 4.87077 -0.57815 -3.61383  0.278
N2 -0.88927 -1.20485 -0.35859  0.229
C10 -2.97208 -3.48021 -2.69289  -0.600
C11 -0.71581 3.67686 -0.36275  -0.764
H13 -0.34247 2.36004 -3.28763  0.357
O2 -2.34402 -2.74132 3.09130  -0.615
S1 -2.37445 -3.31503 -0.98431  0.032
Se1 -1.35671 1.92650 -0.98639  0.241
O3 1.89556 -1.36650 -0.88990  -0.608
Se2 1.76296 2.41421 0.45987  0.183
N3 4.71093 -0.18480 -2.69321  -0.560
H14 -0.23024 4.17160 -1.20147  0.420
O4 2.15683 0.52600 -1.90361  -0.616
C12 -0.66706 -0.99350 3.22050  0.037
H15 5.59504 -0.09413 -2.20658  0.280
H16 -1.60570 4.24350 -0.09132  0.510
C13 -0.54751 -0.87316 1.78983  1.311
H17 -0.29576 3.04676 1.67568  0.389
C14 0.01098 -0.26031 5.42324  -0.891
H18 0.81414 0.51680 3.61082  0.460
H19 2.65609 4.40569 -0.75180  0.415
H20 -0.97846 -1.24778 7.05956  0.407
C15 -1.66346 -1.98799 5.18935  -0.717
S2 -1.19724 -1.46583 -2.97008  -0.058
H21 -3.87413 -2.88048 -2.80149  0.347
H22 -2.19311 -2.61857 2.14001  0.494
N4 -1.17442 -1.61026 0.93641  -0.873

# 3
The following is a DFT calculation (ωB97M-V/def2-TZVPD) of a structure of composition C15H22N9O3S2V in a non-equilibrium geometry.

The spin multiplicity is 2. As for the charge: +3. The value obtained for the LUMO energy (spin up / spin down) is -11.5 / -10.7 eV. For the frontier orbital gap (spin up / spin down), the calculation gives 6.1 / 6.9 eV. The calculation puts the HOMO energy (spin up / spin down) at -0.64417 / -0.64625 hartree.

Each line ends with the Mulliken charge.
Element x y z (Å)
C1 0.86474 -4.45663 -0.11945  -0.450
C2 -2.64467 2.58548 -1.50774  0.330
H1 -1.04217 5.58412 -1.08360  0.507
H2 1.98574 0.14715 -1.97010  0.080
H3 0.06446 -0.75476 4.03524  0.404
N1 -0.05490 -2.34473 -0.65014  0.195
O1 0.91758 2.77356 -1.52468  -0.574
C3 0.38915 0.28596 4.07285  -1.040
H4 -2.16693 -3.89604 -2.64736  0.272
C4 -0.76421 -5.81140 -1.57504  -1.089
H5 3.13659 1.89001 3.53120  0.401
N2 0.33096 -0.05641 1.33021  0.105
H6 4.65973 1.22589 -0.10252  0.215
V1 0.00249 -0.39939 -0.48073  0.530
H7 -4.67370 2.32110 -2.17312  0.461
H8 -2.10249 -2.20159 -2.25495  -0.111
H9 0.68091 -4.95681 0.83415  0.363
H10 3.40983 0.86981 1.68203  0.259
C5 -0.73546 -3.35411 -1.31727  0.345
S1 -0.20721 2.68498 -0.65086  0.994
H11 0.65386 0.51765 5.09888  0.295
H12 2.69533 0.92689 4.92792  0.295
O2 0.01258 2.76287 0.75988  -0.552
H13 -0.29531 -6.62876 -1.03473  0.389
S2 -3.11672 -0.16857 -1.38409  -0.397
N3 3.91103 0.86891 -0.67926  -0.293
H14 3.61957 0.15611 3.65248  0.416
C6 2.83733 0.89036 3.85312  -1.047
C7 2.74772 0.48933 -0.19095  0.539
H15 -0.51063 -5.90447 -2.63138  0.384
N4 -0.92236 1.10842 -0.94009  -0.107
N5 1.57062 0.48908 3.22136  0.123
C8 -4.09071 4.39466 -2.05937  -0.633
C9 -2.21498 1.20566 -1.32205  0.670
H16 1.77950 -4.86622 -0.55336  0.371
C10 0.98649 -2.96593 0.07557  -0.047
H17 -0.41845 0.95851 3.77949  0.406
N6 -0.26694 -4.55120 -1.02620  0.044
H18 4.08826 0.86081 -1.67459  0.249
O3 1.80608 -2.35871 0.71004  -0.441
N7 2.59956 0.55755 1.16352  0.064
C11 -1.64502 3.52028 -1.20688  0.519
N8 -1.71066 -3.13237 -2.16919  -0.202
H19 -1.84236 -5.88887 -1.43527  0.418
C12 -1.82621 4.87864 -1.32242  -0.618
H20 -3.26629 6.36493 -1.87058  0.445
H21 -5.05031 4.76222 -2.39606  0.442
H22 -0.45254 -0.08793 1.97774  0.005
C13 1.47352 0.31711 1.92348  0.518
C14 -3.88953 3.02751 -1.93439  -0.745
N9 1.76530 0.05384 -0.97909  -0.080
C15 -3.07816 5.30548 -1.76164  -0.629

# 4
The following is a DFT calculation (ωB97M-V/def2-TZVPD) of an isolated molecule of C15H22NO5PS2 in a non-equilibrium geometry.

The value obtained for the LUMO energy is 0.4 eV. For the frontier orbital gap, the calculation gives 8.9 eV. The calculation puts the HOMO energy at -0.31425 hartree. Its SMILES is COP(=S)(OC)SCC(=O)CNC(=O)Oc1cccc(C(C)C)c1.

Each line ends with the Mulliken charge.
Element x y z (Å)
H1 1.30673 4.92089 3.48733  0.271
H2 1.12977 -0.23050 7.00496  0.393
S1 0.00231 -5.58810 -2.86941  -0.385
H3 -2.69302 -6.09594 -2.91841  0.322
H4 0.32974 -1.88540 -6.00329  0.247
O1 -1.33562 -0.01878 0.62397  -0.571
C1 -0.86918 1.31197 6.64523  -1.431
C2 0.65090 3.08902 4.64780  -0.667
H5 -1.35301 -2.42242 -5.88202  0.322
H6 1.91465 1.29109 6.43016  0.314
C3 0.02133 0.80173 5.48350  0.154
H7 0.02598 -3.53177 -0.58857  0.447
H8 0.36921 -0.00226 -2.71113  0.332
C4 1.32997 0.40988 6.12265  -1.481
O2 -0.02691 -2.88913 -4.23857  -0.205
H9 -0.03825 1.71318 -1.35138  0.224
O3 1.43532 -1.83254 -1.41631  -0.556
H10 -0.81987 0.49788 2.80035  0.757
H11 -0.25488 2.02924 7.29529  0.257
C5 -3.13032 -5.62200 -3.88547  -0.683
H12 -0.02735 -3.64133 -6.17084  0.317
C6 -0.63524 -2.72568 -0.73241  -0.747
P1 -0.99247 -4.00431 -3.48677  0.671
N1 -0.24580 0.85014 -0.97743  -0.143
H13 -1.06783 -2.52850 0.20015  0.403
H14 -1.28063 0.56400 7.32301  0.414
C7 -0.33053 1.37838 3.02193  -0.800
S2 -1.99056 -3.18483 -1.81164  -0.164
H15 0.93515 3.37697 5.70757  0.289
O4 -0.55644 2.14368 0.72710  -0.416
C8 -0.10106 2.26353 1.97864  0.584
H16 0.80662 4.19175 1.41066  0.472
C9 0.58753 3.51440 2.17700  -0.975
C10 -0.30711 -0.32181 -1.86388  -0.707
H17 -4.15867 -5.26404 -3.72105  0.251
O5 -2.32014 -4.54313 -4.45095  -0.395
H18 -2.96386 -6.43881 -4.58190  0.295
C11 0.89929 3.88840 3.45171  -0.418
C12 0.09627 1.80116 4.29772  0.884
C13 0.23688 -1.62713 -1.33583  0.666
H19 -0.43545 -0.11809 5.13973  0.384
C14 -0.87806 0.97364 0.17649  0.707
H20 1.94696 -0.04756 5.36027  0.393
H21 -1.30505 -0.43854 -2.35776  0.298
C15 -0.29183 -2.67675 -5.69515  -0.701
H22 -1.76103 1.83072 6.37176  0.379